Formula: C16H10BrN4O2S2Ta
Source: OMol25
Level of theory: the ωB97M-V functional and the def2-TZVPD basis

```
36
Properties=species:S:1:pos:R:3:forces:R:3:lowdin_charge:R:1
Ta 0.797496 -0.806362 0.100967 0.05 0.11 0.13 1.367
S 2.724911 -2.011615 0.237460 -0.01 0.04 -0.02 0.767
C 2.622693 -1.122195 1.816751 0.01 -0.05 0.01 -0.967
S 1.089809 -0.367537 2.328024 -0.05 -0.01 -0.01 0.744
C 3.718732 -1.059396 2.599079 -0.06 -0.06 -0.05 -0.328
C 4.952225 -1.643171 2.165627 0.05 0.08 0.04 -0.194
N 5.936186 -2.063602 1.748247 -0.03 -0.05 -0.02 0.249
C 3.668120 -0.377915 3.856799 0.12 0.02 0.00 -0.187
N 3.617167 0.215572 4.838483 -0.06 -0.01 0.00 0.250
N 3.257956 1.300047 0.116105 0.00 -0.03 0.03 0.143
C 2.195983 1.893371 -0.503773 0.01 0.02 0.00 -0.341
C 2.154763 3.271790 -0.719846 0.01 -0.01 0.00 0.030
C 1.098206 3.821135 -1.398351 -0.02 -0.01 -0.01 0.024
C 0.078600 2.986711 -1.882650 0.03 0.02 0.01 -0.011
C 0.131718 1.659376 -1.605183 0.02 -0.01 -0.01 -0.123
N 1.150042 1.089415 -0.863374 -0.09 0.01 -0.08 -0.076
H 3.981618 1.932329 0.430317 0.00 0.01 0.00 0.134
H 3.642295 0.475557 -0.327910 0.00 0.01 -0.01 0.084
H 2.988360 3.876498 -0.389698 0.00 0.00 0.00 0.138
H 1.071436 4.886051 -1.589054 0.00 0.00 0.00 0.140
H -0.742802 3.377851 -2.464241 0.00 0.00 0.00 0.134
H -0.635600 0.988519 -1.952982 0.00 0.00 0.00 0.103
Br -2.047678 0.498115 0.964180 0.02 0.03 -0.01 0.908
C -3.262979 -0.733675 0.121312 0.00 0.04 0.03 -0.513
C -4.619113 -0.555147 0.268342 0.00 -0.02 -0.02 -0.071
C -5.465588 -1.468781 -0.355107 0.01 0.00 0.00 -0.014
C -4.959947 -2.523723 -1.099772 -0.01 0.01 0.00 -0.018
C -3.589742 -2.694745 -1.240475 0.01 0.01 0.01 0.025
C -2.741516 -1.788699 -0.623857 0.00 -0.04 -0.04 -0.181
C -1.277617 -1.820648 -0.648534 -0.04 0.05 -0.09 -0.540
O -0.586304 -2.316951 0.309567 0.04 -0.07 0.06 -0.094
O -0.573779 -1.094801 -1.447362 0.01 -0.06 0.02 -0.106
H -5.017165 0.263693 0.851040 0.00 0.00 0.00 0.124
H -6.534842 -1.346679 -0.249146 0.00 0.00 0.00 0.131
H -5.634299 -3.222464 -1.574359 0.00 0.00 0.00 0.130
H -3.189344 -3.517939 -1.816624 0.00 0.00 0.00 0.139
```
Positions in Å, forces in eV/Å.

Calculated total energy   -4412.08425 Ha
Charge   +2
Gap between HOMO and LUMO   6.92 eV
Lowest unoccupied orbital energy   -8.9 eV